[1]
# C34H25BrF5MnN2O3PTe

A structure of composition C34H25BrF5MnN2O3PTe (ωB97M-V with the def2-TZVPD basis set, the OMol25 dataset).

Results
Frontier orbital gap (alpha / beta) = 6.78 / 5.85 eV
HOMO energy (alpha / beta) = -11.36 / -11.64 eV
Spin multiplicity = 5
Net charge = +1

Last column: Löwdin spin population.
Atoms and positions in Å:
1 Mn 0.702 -1.633 -1.099  2.98
2 Br -4.284 -4.535 3.383  0.10
3 C -2.832 -4.206 2.274  0.22
4 C -2.739 -4.888 1.040  -0.01
5 C -1.683 -4.647 0.221  0.13
6 C -0.684 -3.666 0.570  0.11
7 O 0.231 -3.437 -0.258  0.21
8 C -0.775 -3.023 1.878  0.12
9 C 0.294 -2.151 2.342  -0.02
10 N 1.217 -1.847 1.534  0.09
11 C 2.290 -1.002 1.785  0.00
12 C 2.669 -0.490 2.999  0.02
13 C 3.832 0.293 3.116  0.00
14 C 4.619 0.518 2.023  0.02
15 C 4.266 -0.010 0.759  0.00
16 C 5.086 0.142 -0.382  0.01
17 C 4.710 -0.425 -1.561  -0.01
18 C 3.474 -1.089 -1.633  0.01
19 N 2.672 -1.231 -0.594  -0.04
20 C 3.072 -0.742 0.629  0.01
21 C -1.845 -3.305 2.690  0.00
22 H -3.515 -5.587 0.760  0.00
23 H -1.577 -5.122 -0.745  0.00
24 H 0.230 -1.785 3.372  0.00
25 H 2.089 -0.713 3.886  0.00
26 H 4.113 0.689 4.082  0.00
27 H 5.534 1.089 2.111  0.00
28 H 6.013 0.697 -0.299  0.00
29 H 5.313 -0.350 -2.454  0.00
30 H 3.118 -1.476 -2.577  0.00
31 H -1.924 -2.840 3.664  0.00
32 O -0.046 -0.138 0.069  0.02
33 P -0.862 1.120 -0.202  0.00
34 C -1.563 1.280 -1.840  0.00
35 C -0.988 2.158 -2.757  0.00
36 C -1.489 2.240 -4.047  0.00
37 C -2.564 1.451 -4.425  0.00
38 C -3.143 0.574 -3.515  0.00
39 C -2.645 0.487 -2.227  0.00
40 C -2.192 1.211 1.000  0.00
41 C -1.883 0.811 2.303  0.00
42 C -2.840 0.880 3.299  0.00
43 C -4.114 1.352 3.002  0.00
44 C -4.422 1.766 1.716  0.00
45 C -3.462 1.700 0.714  0.00
46 C 0.213 2.525 0.087  0.00
47 C -0.285 3.742 0.546  0.00
48 C 0.576 4.812 0.733  0.00
49 C 1.930 4.668 0.462  0.00
50 C 2.428 3.456 0.004  0.00
51 C 1.573 2.382 -0.185  0.00
52 H -0.145 2.773 -2.470  0.00
53 H -1.038 2.922 -4.756  0.00
54 H -2.956 1.518 -5.431  0.00
55 H -3.979 -0.046 -3.811  0.00
56 H -3.085 -0.215 -1.530  0.00
57 H -0.882 0.461 2.527  0.00
58 H -2.596 0.581 4.310  0.00
59 H -4.865 1.406 3.780  0.00
60 H -5.410 2.143 1.488  0.00
61 H -3.707 2.034 -0.286  0.00
62 H -1.341 3.853 0.764  0.00
63 H 0.192 5.757 1.092  0.00
64 H 2.599 5.506 0.608  0.00
65 H 3.484 3.350 -0.212  0.00
66 H 1.948 1.436 -0.555  0.00
67 F 0.929 -0.250 -2.218  -0.01
68 Te 0.385 -2.154 -4.070  0.01
69 F -0.985 -1.780 -1.658  0.02
70 F 2.081 -1.288 -4.486  0.00
71 F 1.142 -3.477 -5.132  0.00
72 F -0.918 -3.544 -3.769  0.01
73 O 1.240 -2.692 -2.438  -0.01

***

[2]
# C34H25Cl3IN7O2PrS

A structure of composition C34H25Cl3IN7O2PrS in a non-equilibrium geometry (ωB97M-V with the def2-TZVPD basis set, the OMol25 dataset).

Results
Frontier orbital gap (alpha / beta) = 6.87 / 6.88 eV
HOMO energy (alpha / beta) = -10.13 / -10.13 eV
Spin multiplicity = 3
Net charge = +1

Last column: Löwdin spin population.
Atoms and positions in Å:
1 Pr 0.806 0.703 0.006  2.02
2 N -1.349 -9.324 -1.212  0.00
3 C -1.216 -8.183 -1.188  0.00
4 C -1.037 -6.745 -1.166  0.00
5 C -0.792 -6.095 0.039  0.00
6 C -0.619 -4.721 0.054  0.00
7 C -0.666 -3.993 -1.130  0.00
8 C -0.920 -4.650 -2.331  0.00
9 C -1.111 -6.022 -2.353  0.00
10 C -0.461 -2.512 -1.105  0.00
11 C -1.446 -1.760 -0.444  0.00
12 C -2.731 -2.233 -0.103  0.00
13 C -3.471 -1.135 0.301  0.00
14 C -2.607 -0.037 0.194  0.00
15 N -1.387 -0.382 -0.233  0.00
16 C 0.662 -2.031 -1.784  0.00
17 C 1.582 -2.813 -2.536  0.00
18 C 2.431 -1.951 -3.185  0.00
19 C 2.041 -0.661 -2.786  0.00
20 N 1.000 -0.674 -1.955  -0.01
21 H -0.742 -6.668 0.955  0.00
22 H -0.436 -4.211 0.992  0.00
23 H -0.979 -4.083 -3.252  0.00
24 H -1.315 -6.533 -3.283  0.00
25 H -3.073 -3.252 -0.192  0.00
26 H -4.504 -1.112 0.610  0.00
27 H -2.845 0.995 0.406  0.00
28 H 1.597 -3.890 -2.580  0.00
29 H 3.250 -2.197 -3.840  0.00
30 H 2.513 0.272 -3.065  0.00
31 C 3.537 3.582 0.568  0.00
32 C 2.928 3.496 -0.788  0.00
33 N 2.011 2.635 -1.188  0.00
34 C 1.754 2.925 -2.521  0.00
35 C 2.514 3.971 -2.917  0.00
36 N 3.248 4.325 -1.802  0.00
37 H 3.829 2.586 0.898  0.00
38 H 2.830 4.000 1.288  0.00
39 H 4.422 4.216 0.561  0.00
40 H 1.054 2.353 -3.108  0.00
41 H 2.610 4.478 -3.860  0.00
42 H 3.930 5.062 -1.750  0.00
43 I -3.475 2.515 -4.196  0.00
44 C -2.528 3.073 -2.449  0.00
45 C -2.852 4.249 -1.792  0.00
46 C -2.181 4.566 -0.621  0.00
47 C -1.218 3.695 -0.147  0.00
48 N -0.907 2.559 -0.776  0.00
49 C -1.552 2.253 -1.906  0.00
50 H -3.616 4.907 -2.184  0.00
51 H -2.401 5.477 -0.083  0.00
52 H -0.672 3.913 0.765  0.00
53 H -1.285 1.319 -2.386  0.00
54 Cl 2.844 -3.531 1.070  0.00
55 C 2.683 -1.887 1.600  0.00
56 Cl 3.566 -1.631 3.106  0.00
57 Cl 0.906 -1.527 1.890  0.00
58 C 3.210 -0.853 0.543  0.00
59 O 3.888 -1.227 -0.367  0.00
60 O 2.822 0.382 0.813  -0.01
61 S 1.390 1.337 4.948  0.00
62 C 1.604 1.509 3.267  0.00
63 N 0.535 1.684 2.545  0.00
64 C -0.591 1.735 3.386  0.00
65 C -1.901 1.982 2.977  0.00
66 C -2.901 1.990 3.923  0.00
67 C -2.613 1.764 5.279  0.00
68 C -1.321 1.542 5.702  0.00
69 C -0.313 1.537 4.736  0.00
70 H 2.592 1.427 2.837  0.00
71 H -2.120 2.177 1.938  0.00
72 H -3.923 2.177 3.618  0.00
73 H -3.416 1.774 6.004  0.00
74 H -1.094 1.386 6.748  0.00

***

Look up the net charge of the first one.
+1

***

What is the net charge in the second record?
+1

***

Look up the spin multiplicity of the first one.
5